Molecular formula: C8H13O2S
Method: DFT, ωB97M-V/def2-TZVPD

XYZ file:
```
24
Properties=species:S:1:pos:R:3:forces:R:3
O -47.299 -34.053 12.094 2.15 -2.13 2.07
H -46.640 -34.648 12.679 -2.09 1.93 -1.95
C -49.785 -37.584 12.862 0.52 4.27 -0.20
S -49.032 -36.421 14.097 -1.01 -1.21 -0.81
O -49.817 -36.867 15.284 -0.34 0.50 1.05
C -47.525 -37.299 14.363 -1.60 6.36 6.24
H -49.922 -38.529 13.115 -0.25 -4.26 2.61
H -49.184 -37.698 12.014 0.53 0.85 -1.94
H -50.785 -37.184 12.781 -0.09 0.41 -0.82
H -47.772 -38.196 14.573 -2.17 -6.35 1.83
H -47.049 -36.849 15.365 -1.13 -0.75 -2.17
H -46.829 -37.376 13.737 5.50 0.35 -5.82
C -43.631 -33.360 16.011 1.33 -0.74 1.00
C -44.594 -33.757 14.986 3.77 -3.18 3.77
C -44.512 -35.204 14.765 -0.25 3.77 1.24
C -43.658 -36.100 15.448 -0.11 1.72 1.35
C -42.830 -35.813 16.573 -1.66 6.89 -2.42
C -42.805 -34.282 16.824 -6.12 -5.13 -7.62
H -43.312 -32.287 16.248 -1.20 -1.31 -0.46
H -45.366 -33.089 14.697 -0.36 0.21 -1.10
H -45.271 -35.432 14.067 -0.35 -1.40 -0.82
H -43.811 -37.081 15.177 0.10 -2.26 -0.72
H -41.967 -36.322 16.875 0.49 -1.37 0.82
H -42.262 -33.838 17.461 4.34 2.83 4.87
```
Forces are in eV/Å.

Properties
strongest force on any atom: 11.0 eV Å⁻¹
energy: -861.079199 hartree
HOMO level: -2.671 eV
gap between HOMO and LUMO: 5.791 eV
total charge: -1
LUMO level: 3.120 eV